# 1
The following is a DFT calculation (ωB97M-V with the def2-TZVPD basis set) of 8 unconnected molecules or ions with the total composition C43H72N2O23PS in a non-equilibrium geometry.

```
! wB97M-V def2-TZVPD RIJCOSX def2/J DEFGRID3
* xyz 1 1
C 6.597 -4.344 -0.140
C 5.091 -3.816 0.051
C 5.061 -2.304 0.608
C 4.953 -1.275 -0.619
O 3.927 -0.268 -0.449
C 2.757 -0.546 -1.262
N 2.412 -1.950 -1.065
C 2.400 -2.682 -2.086
S 2.667 -3.549 -3.465
C 1.597 0.324 -0.558
C 0.306 0.538 -1.469
C -0.629 -0.737 -1.621
C -1.558 -0.767 -0.298
C -1.632 -0.696 -2.861
C -1.165 -1.732 -3.980
C 0.789 1.191 -2.840
C 1.880 0.249 -3.499
N 3.060 -0.052 -2.628
P 3.940 1.564 -2.389
C 5.811 1.289 -2.678
O 3.513 2.671 -3.609
H 7.126 -4.122 0.836
H 6.637 -5.446 -0.402
H 7.039 -3.709 -0.976
H 4.539 -3.926 -0.931
H 4.548 -4.490 0.793
H 4.123 -2.235 1.232
H 5.963 -2.089 1.253
H 4.926 -1.807 -1.628
H 5.947 -0.714 -0.623
H 1.328 -0.234 0.388
H 2.002 1.339 -0.244
H -0.322 1.334 -0.943
H -0.089 -1.725 -1.625
H -1.992 -1.808 -0.100
H -2.404 -0.017 -0.439
H -0.913 -0.404 0.571
H -2.631 -1.084 -2.470
H -1.847 0.343 -3.253
H -0.744 -1.124 -4.851
H -0.301 -2.399 -3.652
H -1.977 -2.432 -4.333
H -0.025 1.339 -3.607
H 1.170 2.232 -2.585
H 2.164 0.637 -4.530
H 1.350 -0.739 -3.715
H 3.756 -0.613 -3.161
H 5.985 0.291 -3.176
H 6.370 1.394 -1.694
H 6.193 2.150 -3.320
H 4.313 2.975 -4.083
C 0.561 -4.255 0.294
C 0.307 -5.340 1.316
C -0.338 -4.847 2.579
O 0.071 -5.839 3.522
C 1.263 -6.325 3.078
O 1.982 -7.031 3.713
O 1.526 -5.893 1.811
H 1.032 -4.681 -0.597
H -0.372 -3.772 -0.003
H 1.247 -3.498 0.682
H -0.271 -6.152 0.863
H -1.422 -4.803 2.504
H 0.040 -3.877 2.914
C -6.770 -3.814 1.454
C -5.572 -3.043 0.951
C -4.976 -3.599 -0.306
O -3.629 -3.127 -0.221
C -3.347 -3.004 1.105
O -2.243 -2.812 1.554
O -4.467 -3.130 1.858
H -7.153 -3.361 2.369
H -7.570 -3.823 0.711
H -6.504 -4.845 1.701
H -5.829 -1.986 0.838
H -5.466 -3.224 -1.205
H -4.957 -4.693 -0.337
C 10.865 2.980 -3.687
C 9.847 4.020 -4.098
C 10.134 5.394 -3.567
O 8.833 5.984 -3.564
C 7.949 4.967 -3.398
O 6.787 5.116 -3.163
O 8.561 3.755 -3.531
H 10.598 2.006 -4.102
H 11.862 3.246 -4.042
H 10.894 2.861 -2.601
H 9.739 4.026 -5.187
H 10.816 5.956 -4.205
H 10.515 5.397 -2.542
C -6.552 -4.418 6.569
C -7.903 -4.726 5.962
C -8.129 -6.183 5.685
O -9.104 -6.136 4.644
C -8.901 -4.965 3.979
O -9.410 -4.683 2.938
O -8.035 -4.161 4.658
H -6.452 -3.344 6.743
H -6.425 -4.937 7.522
H -5.740 -4.705 5.897
H -8.698 -4.310 6.589
H -8.511 -6.721 6.553
H -7.243 -6.699 5.303
C 2.467 4.197 -6.342
C 3.497 4.899 -7.199
C 3.142 6.317 -7.542
O 3.879 6.521 -8.745
C 3.995 5.300 -9.338
O 4.387 5.124 -10.448
O 3.598 4.306 -8.491
H 2.786 3.173 -6.133
H 2.327 4.717 -5.393
H 1.505 4.127 -6.854
H 4.483 4.839 -6.724
H 3.450 7.025 -6.771
H 2.079 6.461 -7.759
C -4.071 3.445 2.842
C -4.532 2.009 2.954
C -3.762 1.051 2.093
O -4.703 -0.008 1.918
C -5.939 0.559 2.006
O -6.955 0.002 1.720
O -5.860 1.840 2.455
H -4.671 4.087 3.489
H -3.023 3.544 3.133
H -4.193 3.823 1.824
H -4.526 1.696 4.004
H -2.853 0.690 2.577
H -3.509 1.454 1.108
C -6.127 4.677 8.479
C -5.115 5.421 7.638
C -5.497 6.840 7.337
O -4.770 7.090 6.134
C -4.636 5.890 5.509
O -4.245 5.752 4.388
O -5.009 4.867 6.326
H -5.790 3.654 8.659
H -6.272 5.169 9.443
H -7.091 4.605 7.970
H -4.127 5.364 8.106
H -5.199 7.532 8.125
H -6.563 6.971 7.128
*
```

Computed properties:
DFT total energy: -4261.02481 hartree


# 2
The following is a DFT calculation (ωB97M-V with the def2-TZVPD basis set) of 12 unconnected molecules or ions with the total composition C43H72O29 in a non-equilibrium geometry.

```
! wB97M-V def2-TZVPD RIJCOSX def2/J DEFGRID3
* xyz 0 1
C 1.092 5.395 1.473
O 1.347 4.162 0.819
C 2.556 3.858 0.431
O 3.516 4.600 0.578
O 2.545 2.619 -0.076
C 3.784 2.038 -0.379
H 2.023 5.789 1.837
H 0.411 5.194 2.298
H 0.626 6.086 0.763
H 4.253 1.668 0.518
H 4.338 2.838 -0.889
H 3.499 1.254 -1.064
C -4.946 -0.780 -1.903
O -3.833 -1.665 -1.687
C -4.042 -2.921 -2.074
O -5.109 -3.270 -2.626
O -3.077 -3.750 -1.783
C -1.832 -3.186 -1.377
H -4.623 0.221 -1.686
H -5.787 -1.058 -1.280
H -5.250 -0.943 -2.948
H -1.413 -2.661 -2.226
H -1.294 -4.061 -1.090
H -1.918 -2.467 -0.566
C 1.262 3.739 7.421
O 0.259 2.754 7.002
C -0.116 2.864 5.715
O 0.317 3.734 4.962
O -0.967 1.918 5.454
C -1.410 1.808 4.072
H 1.356 3.522 8.461
H 0.975 4.757 7.196
H 2.105 3.526 6.818
H -0.598 2.220 3.469
H -2.271 2.454 3.983
H -1.618 0.772 3.784
C 0.888 -2.549 4.226
O 1.189 -1.187 4.580
C 1.779 -0.986 5.728
O 2.014 -1.850 6.590
O 2.045 0.284 5.894
C 2.944 0.751 6.935
H 1.747 -3.172 4.486
H 0.606 -2.448 3.170
H 0.036 -2.850 4.807
H 3.496 -0.146 7.275
H 2.288 1.151 7.710
H 3.591 1.433 6.424
C -0.654 0.088 -2.233
O -0.624 0.407 -0.821
C 0.477 0.198 -0.126
O 1.494 -0.290 -0.628
O 0.249 0.569 1.108
C 1.397 0.315 1.983
H -0.325 0.923 -2.853
H -1.708 -0.050 -2.468
H -0.065 -0.808 -2.387
H 1.536 -0.753 2.039
H 1.109 0.695 2.961
H 2.205 0.900 1.524
O -1.700 -1.529 2.367
C -2.859 -1.744 2.012
O -3.313 -2.980 1.769
C -4.740 -2.987 1.539
C -5.203 -1.642 2.101
C -3.983 -0.783 1.851
H -5.181 -3.865 1.991
H -4.874 -3.016 0.452
H -5.410 -1.800 3.163
H -6.106 -1.298 1.619
H -3.846 0.050 2.537
H -3.960 -0.356 0.859
O -3.769 2.333 1.643
C -3.213 2.597 0.602
O -3.746 2.330 -0.572
C -2.898 2.736 -1.681
C -1.975 3.799 -1.083
C -1.926 3.385 0.373
H -3.593 3.054 -2.445
H -2.353 1.860 -2.025
H -2.369 4.806 -1.213
H -1.015 3.734 -1.522
H -1.916 4.171 1.120
H -1.125 2.685 0.601
O 0.502 -2.649 -4.268
C 0.414 -3.570 -5.036
O 0.400 -3.377 -6.356
C 0.206 -4.613 -7.025
C -0.549 -5.497 -6.030
C 0.143 -4.997 -4.757
H 1.187 -5.000 -7.211
H -0.280 -4.436 -7.971
H -0.531 -6.554 -6.257
H -1.584 -5.172 -6.054
H 1.059 -5.593 -4.721
H -0.342 -5.145 -3.801
O 0.455 3.614 -4.690
C 1.204 2.703 -4.658
O 1.272 1.742 -5.594
C 2.244 0.674 -5.191
C 2.680 0.999 -3.752
C 2.229 2.455 -3.585
H 3.084 0.789 -5.909
H 1.915 -0.338 -5.269
H 3.768 0.905 -3.688
H 2.169 0.350 -3.035
H 2.969 3.228 -3.754
H 1.839 2.673 -2.591
O -2.915 0.923 -4.557
C -3.222 -0.142 -5.014
O -4.453 -0.393 -5.451
C -4.653 -1.750 -5.924
C -3.220 -2.224 -6.163
C -2.395 -1.439 -5.111
H -5.241 -1.723 -6.852
H -5.091 -2.387 -5.181
H -2.971 -1.840 -7.157
H -3.080 -3.300 -6.139
H -1.379 -1.206 -5.446
H -2.376 -1.976 -4.139
O 6.408 2.949 5.708
C 5.338 3.113 5.226
O 4.742 2.214 4.422
C 3.439 2.634 4.011
C 3.470 4.160 4.204
C 4.477 4.318 5.322
H 2.592 2.166 4.500
H 3.366 2.355 2.946
H 2.481 4.560 4.442
H 3.898 4.681 3.339
H 4.094 4.317 6.348
H 5.013 5.281 5.257
O 0.895 -5.562 -1.312
C 1.806 -4.893 -0.926
O 3.031 -5.312 -0.840
C 3.929 -4.298 -0.329
C 3.072 -3.383 0.518
C 1.772 -3.480 -0.306
H 4.527 -3.824 -1.166
H 4.669 -4.782 0.312
H 3.413 -2.362 0.677
H 2.805 -3.803 1.484
H 1.686 -2.716 -1.084
H 0.818 -3.258 0.201
*
```

Computed properties:
DFT total energy: -3863.73576 hartree


# 3
The following is a DFT calculation (ωB97M-V with the def2-TZVPD basis set) of 9 unconnected molecules or ions with the total composition C43H73BBrF3N3O39S8 in a non-equilibrium geometry.

```
! wB97M-V def2-TZVPD RIJCOSX def2/J DEFGRID3
* xyz 1 1
C -4.676 2.511 2.471
C -4.144 3.400 3.341
C -2.681 3.745 3.307
O -2.182 4.791 2.982
O -1.942 2.687 3.745
C -0.980 2.217 2.793
C -1.211 0.758 2.440
C -0.137 0.324 1.422
C -0.611 -0.913 0.643
C 0.508 -1.934 0.339
C 1.468 -1.417 -0.757
C 2.930 -1.164 -0.301
O 2.929 -0.611 0.985
C 3.514 -2.574 -0.219
O 4.852 -2.607 0.221
C 5.675 -2.001 -0.738
C 5.911 -3.026 -1.893
F 7.150 -2.931 -2.370
F 5.026 -3.020 -2.903
F 5.832 -4.257 -1.352
C 5.301 -0.497 -0.974
Br 5.828 0.232 0.804
C 6.213 0.199 -2.004
C 6.861 1.399 -1.754
C 7.661 1.996 -2.713
N 7.880 1.472 -3.915
C 7.259 0.332 -4.168
C 6.433 -0.333 -3.275
N 3.778 -0.235 -1.188
C 3.395 -0.325 -2.657
C 3.525 0.941 -3.485
N 2.296 1.747 -3.453
C 2.521 3.134 -3.911
C 2.774 3.265 -5.427
C 1.210 1.106 -4.094
C -0.145 1.726 -3.872
O 1.362 0.093 -4.740
B 3.367 1.250 -0.763
O 2.065 1.528 -0.485
O 4.272 2.210 -0.912
C 4.010 3.516 -0.351
C 5.266 4.350 -0.506
H -5.242 1.666 2.847
H -4.535 2.648 1.402
H -4.734 3.919 4.094
H -1.012 2.801 1.871
H 0.031 2.323 3.192
H -1.106 0.136 3.331
H -2.208 0.623 2.017
H -0.008 1.152 0.728
H 0.775 0.102 1.970
H -1.091 -0.652 -0.303
H -1.360 -1.451 1.221
H 0.976 -2.305 1.252
H -0.012 -2.793 -0.090
H 1.003 -0.570 -1.256
H 1.517 -2.181 -1.539
H 3.259 -1.247 1.629
H 2.919 -3.100 0.528
H 3.353 -3.116 -1.156
H 6.659 -1.970 -0.271
H 6.738 1.929 -0.825
H 8.140 2.944 -2.500
H 7.404 -0.095 -5.153
H 5.966 -1.239 -3.611
H 4.025 -1.081 -3.114
H 2.400 -0.725 -2.804
H 3.708 0.603 -4.511
H 4.376 1.576 -3.263
H 1.662 3.747 -3.642
H 3.377 3.527 -3.365
H 3.703 3.805 -5.604
H 1.994 3.871 -5.886
H 2.803 2.304 -5.938
H -0.310 2.535 -4.583
H -0.917 0.966 -3.933
H -0.191 2.182 -2.880
H 1.572 1.501 -1.320
H 3.728 3.439 0.698
H 3.216 4.008 -0.915
H 5.045 5.413 -0.463
H 5.654 4.163 -1.511
H 6.054 4.056 0.184
C 11.387 2.929 1.641
C 11.472 2.426 0.215
O 10.095 2.266 -0.175
S 9.202 3.379 0.536
O 8.981 4.458 -0.357
O 8.100 2.729 1.158
O 10.261 3.825 1.631
H 11.179 2.121 2.343
H 12.278 3.464 1.956
H 11.993 1.478 0.129
H 11.935 3.160 -0.447
C -10.232 2.973 2.304
C -9.309 3.950 3.001
O -7.997 3.606 2.508
S -8.106 3.102 1.005
O -7.805 4.169 0.117
O -7.443 1.849 0.897
O -9.677 2.861 0.976
H -10.209 1.990 2.770
H -11.257 3.318 2.249
H -9.334 3.857 4.082
H -9.521 4.982 2.717
C -8.516 1.001 -2.128
C -9.021 2.169 -2.948
O -8.724 1.792 -4.302
S -8.852 0.209 -4.469
O -10.129 -0.117 -4.994
O -7.663 -0.271 -5.074
O -8.847 -0.156 -2.912
H -7.433 1.037 -2.004
H -8.989 0.936 -1.153
H -8.524 3.103 -2.703
H -10.101 2.293 -2.851
C 0.425 -5.443 3.608
C 0.566 -5.864 2.160
O -0.786 -5.948 1.681
S -1.681 -4.845 2.409
O -1.762 -3.696 1.579
O -2.846 -5.468 2.921
O -0.667 -4.507 3.591
H 0.154 -6.286 4.245
H 1.318 -4.966 4.002
H 1.064 -6.820 2.048
H 1.090 -5.107 1.571
C 5.596 -7.388 1.220
C 4.408 -6.653 0.636
O 3.407 -6.738 1.667
S 4.112 -6.715 3.108
O 4.061 -5.387 3.612
O 3.617 -7.811 3.854
O 5.590 -7.016 2.609
H 5.476 -8.470 1.152
H 6.538 -7.096 0.766
H 4.036 -7.106 -0.279
H 4.636 -5.600 0.459
C 2.092 8.187 -1.836
C 3.055 9.198 -1.249
O 4.351 8.678 -1.592
S 4.285 7.938 -3.003
O 4.719 8.812 -4.028
O 4.858 6.647 -2.852
O 2.693 7.810 -3.085
H 2.012 7.298 -1.207
H 1.103 8.598 -2.013
H 2.968 9.290 -0.171
H 2.943 10.179 -1.712
C -12.954 -1.909 1.462
C -12.621 -0.932 0.354
O -13.428 0.218 0.653
S -13.588 0.375 2.232
O -12.634 1.318 2.709
O -14.961 0.517 2.537
O -13.082 -1.082 2.631
H -13.907 -2.410 1.287
H -12.176 -2.650 1.620
H -12.866 -1.308 -0.635
H -11.570 -0.635 0.382
C -4.297 -9.403 4.464
C -4.767 -7.975 4.279
O -5.978 -8.102 3.522
S -6.731 -9.455 3.922
O -7.736 -9.173 4.882
O -7.025 -10.168 2.734
O -5.502 -10.148 4.677
H -3.810 -9.784 3.564
H -3.632 -9.522 5.315
H -4.050 -7.359 3.745
H -5.004 -7.508 5.237
*
```

Computed properties:
DFT total energy: -10864.47560 hartree